The following is a quantum chemistry calculation of one molecule with the formula C27H33N3O4, from the OMol25 dataset.

The energy is -41193.59045 eV. Its SMILES is COc1ccc(C(=O)/C=C/c2cn(C[C@@H](O)CN3CCN(C)CC3)c3ccccc23)cc1OC. Its molar mass is 463.578 g/mol. Its highest occupied orbital energy is -0.284 Eh. The calculation puts the gap between HOMO and LUMO at 7.91 eV.

Each line ends with the Löwdin charge.
Atoms and positions in Å:
1 C 8.4288 0.9305 -0.5895  -0.08
2 O 7.4758 -0.1026 -0.5772  -0.06
3 C 6.2863 0.1225 0.0403  -0.20
4 C 5.9189 1.3028 0.6666  0.00
5 C 4.6767 1.4220 1.2660  -0.02
6 C 3.7692 0.3739 1.2341  -0.16
7 C 2.4490 0.5589 1.8899  -0.37
8 O 2.3159 1.3376 2.8234  0.07
9 C 1.3297 -0.2056 1.3402  -0.01
10 C 0.1223 -0.1622 1.9324  -0.02
11 C -1.0881 -0.7960 1.5133  -0.17
12 C -2.3311 -0.4504 2.0006  0.00
13 N -3.3100 -1.1656 1.3998  -0.04
14 C -4.7162 -0.9661 1.5779  -0.07
15 C -5.3721 -0.2134 0.3971  -0.36
16 O -6.7710 -0.2045 0.5503  -0.02
17 C -4.8326 1.2174 0.2499  -0.14
18 N -3.4286 1.2724 -0.1085  -0.16
19 C -2.8521 2.5763 0.1852  -0.17
20 C -1.3498 2.5696 -0.1236  -0.17
21 N -1.0448 2.2061 -1.4918  -0.22
22 C -1.2938 3.2543 -2.4579  -0.10
23 C -1.6873 0.9455 -1.7977  -0.16
24 C -3.1925 0.9334 -1.5031  -0.15
25 C -2.7309 -2.0139 0.4903  -0.17
26 C -3.3193 -2.9535 -0.3466  -0.02
27 C -2.4905 -3.7047 -1.1525  -0.09
28 C -1.1060 -3.5362 -1.1156  -0.09
29 C -0.5171 -2.6116 -0.2807  -0.02
30 C -1.3277 -1.8210 0.5317  -0.12
31 C 4.1371 -0.8237 0.6142  0.04
32 C 5.3787 -0.9631 0.0262  -0.19
33 O 5.8307 -2.0917 -0.5915  -0.07
34 C 4.9717 -3.2008 -0.6646  -0.08
35 H 8.0550 1.8181 -1.1109  0.10
36 H 9.2865 0.5316 -1.1288  0.09
37 H 8.7365 1.2081 0.4241  0.10
38 H 6.5980 2.1398 0.6962  0.10
39 H 4.3942 2.3386 1.7602  0.12
40 H 1.4910 -0.7457 0.4234  0.09
41 H 0.0413 0.4528 2.8227  0.13
42 H -2.5648 0.2863 2.7456  0.14
43 H -5.2183 -1.9351 1.6793  0.14
44 H -4.8727 -0.3976 2.5000  0.14
45 H -5.1962 -0.7756 -0.5235  0.13
46 H -7.0027 0.3481 1.3065  0.10
47 H -5.4687 1.7395 -0.4901  0.13
48 H -4.9556 1.7295 1.2114  0.13
49 H -2.9942 2.7897 1.2475  0.12
50 H -3.3519 3.3752 -0.3925  0.12
51 H -0.8623 1.8350 0.5227  0.10
52 H -0.9274 3.5537 0.0876  0.12
53 H -2.3459 3.5616 -2.5435  0.07
54 H -0.9582 2.9103 -3.4358  0.08
55 H -0.7043 4.1273 -2.1796  0.08
56 H -1.2097 0.1792 -1.1820  0.11
57 H -1.5194 0.7034 -2.8491  0.12
58 H -3.5744 -0.0696 -1.6984  0.11
59 H -3.7175 1.6367 -2.1758  0.12
60 H -4.3888 -3.1004 -0.3636  0.11
61 H -2.9164 -4.4417 -1.8169  0.10
62 H -0.4868 -4.1508 -1.7524  0.10
63 H 0.5565 -2.5158 -0.2553  0.10
64 H 3.4551 -1.6580 0.6318  0.10
65 H 4.0551 -2.9660 -1.2168  0.10
66 H 4.7099 -3.5777 0.3301  0.10
67 H 5.5278 -3.9670 -1.2027  0.09